1.
Formula: C22H47AsFeNO4P2Si3
Source: the OMol25 dataset
Level of theory: ωB97M-V with the def2-TZVPD basis set

Computed properties:
Molar mass: 666.6 g/mol
Energy above the lowest of the compared OMol25 structures with the same formula, charge and spin: 9.9 kcal/mol
⟨S²⟩: 8.766
Frontier orbital gap (alpha / beta): 7.88 / 7.92 eV
2S+1: 6
LUMO energy (alpha / beta): -0.2130 / -0.2407 hartree
Highest occupied orbital energy (alpha / beta): -0.5027 / -0.5317 hartree
Charge: +2

Structure (XYZ):
```
81
Properties=species:S:1:pos:R:3:forces:R:3
Fe 0.4069 0.6771 0.3067 0.57 0.73 -0.27
O -1.6313 4.5234 0.9033 0.18 0.09 -0.11
C -0.8499 3.4908 0.6799 0.32 0.78 -0.54
O -1.0193 2.3802 1.1115 -0.19 -0.88 0.64
C 0.3334 3.7747 -0.1855 -0.33 -0.09 0.19
C 0.7166 5.0077 -0.6478 0.13 0.44 -0.17
C 1.8951 5.0845 -1.3921 -0.15 0.19 0.03
C 2.6390 3.9421 -1.6117 0.25 -0.04 -0.14
C 2.1589 2.7432 -1.1093 -0.07 0.06 0.06
N 1.0241 2.6683 -0.4321 0.14 -0.43 0.09
C 2.9236 1.4486 -1.1817 -0.32 0.06 0.01
O 4.1053 1.4615 -1.4569 -1.37 1.44 -0.22
O 2.1862 0.4091 -0.8465 0.55 0.45 -0.18
H -2.3591 4.2647 1.4829 -0.26 -0.03 0.16
H 0.1211 5.8854 -0.4264 0.07 -0.07 -0.04
H 2.2319 6.0365 -1.7790 -0.01 0.02 0.01
H 3.5802 3.9562 -2.1519 -0.13 0.00 0.09
C 1.4590 -0.4717 3.8043 -0.08 -0.29 0.01
P 1.8350 0.4000 2.2605 0.20 0.53 0.35
C 2.0924 2.0967 2.8843 -0.10 0.09 0.00
C 3.5883 -0.0203 1.9181 0.02 -0.16 -0.22
C 3.8465 -1.3770 1.2649 -0.14 0.15 0.11
P 3.5909 -1.4423 -0.5242 -0.02 -0.69 -0.28
C 3.5676 -3.2096 -0.8894 0.04 -0.23 0.00
C 5.0602 -0.8418 -1.3415 0.76 -0.55 0.18
H 2.2768 -0.3074 4.5084 -0.06 -0.05 0.04
H 1.3182 -1.5457 3.6501 0.03 0.14 0.01
H 0.5389 -0.0653 4.2302 0.05 -0.04 -0.04
H 2.9129 2.1140 3.6046 -0.05 0.04 0.00
H 1.1793 2.4388 3.3767 0.06 0.02 -0.03
H 2.3237 2.7818 2.0639 0.01 -0.08 0.09
H 4.0940 0.0337 2.8806 0.14 0.00 0.07
H 4.0058 0.7708 1.2892 -0.02 0.09 0.11
H 3.2473 -2.1707 1.7137 -0.01 -0.04 0.04
H 4.8953 -1.6634 1.3722 0.08 -0.02 0.19
H 4.5152 -3.6129 -0.5045 -0.18 -0.11 -0.11
H 3.5176 -3.3676 -1.9692 0.02 -0.01 0.13
H 2.7268 -3.7114 -0.4073 0.08 0.04 -0.03
H 5.8996 -1.4223 -0.9470 0.00 -0.18 -0.10
H 5.1960 0.2254 -1.1778 0.39 -0.90 0.04
H 4.9637 -1.0235 -2.4142 0.03 0.07 0.06
C -4.8026 -1.3816 0.7104 -0.58 -0.38 -0.16
Si -3.4172 -0.3310 1.2835 0.38 -0.06 -0.11
C -2.6696 -0.9162 2.8719 0.00 -0.22 0.48
C -3.9904 1.4086 1.4386 -0.18 0.62 0.01
As -1.6158 -0.4976 -0.2743 -0.76 -0.56 -0.27
Si -1.1733 -2.8249 -0.4383 0.26 0.38 0.10
C -0.2323 -3.1868 1.1190 0.22 -0.22 0.38
C -0.0734 -3.0542 -1.9038 0.33 -0.10 -0.37
C -2.6898 -3.8392 -0.5881 -0.53 -0.41 -0.09
Si -2.3588 0.2470 -2.4094 0.29 0.02 0.43
C -1.0959 -0.2787 -3.6403 0.35 -0.15 -0.41
C -2.3625 2.0833 -2.2407 -0.08 0.60 0.04
C -4.0243 -0.4324 -2.7368 -0.62 -0.21 -0.20
H -5.5664 -1.4129 1.5057 0.18 0.00 -0.25
H -4.5010 -2.4103 0.4917 -0.17 0.25 0.08
H -5.2705 -0.9573 -0.1871 0.03 -0.15 0.20
H -3.1532 -0.4189 3.7247 0.10 -0.14 -0.15
H -1.6007 -0.6901 2.9049 -0.04 -0.01 0.10
H -2.8014 -1.9985 3.0019 0.08 0.20 0.01
H -4.9409 1.4050 1.9920 0.18 0.04 -0.12
H -4.1687 1.8799 0.4632 -0.01 -0.04 0.23
H -3.2616 1.9997 2.0004 -0.17 -0.05 -0.08
H 0.6135 -2.4912 1.2035 -0.02 -0.11 0.04
H 0.1569 -4.2168 1.1262 -0.09 0.25 0.01
H -0.8641 -3.0606 2.0066 0.15 -0.02 -0.12
H 0.7058 -2.2825 -1.9506 -0.06 -0.16 -0.03
H -0.6387 -3.0180 -2.8402 0.12 -0.03 0.12
H 0.4078 -4.0422 -1.8467 -0.08 0.21 -0.04
H -3.1424 -4.0376 0.3900 0.03 -0.02 -0.20
H -2.4317 -4.8061 -1.0440 -0.08 0.18 0.12
H -3.4365 -3.3564 -1.2283 0.08 -0.19 0.08
H -0.0923 -0.3039 -3.2015 -0.09 0.01 -0.14
H -1.0846 0.4326 -4.4776 0.00 -0.16 0.12
H -1.3226 -1.2700 -4.0473 0.10 0.16 0.02
H -1.3545 2.4417 -1.9933 -0.17 0.01 -0.09
H -3.0561 2.4104 -1.4547 0.16 0.00 -0.17
H -2.6692 2.5574 -3.1838 0.06 -0.05 0.20
H -4.0945 -1.4910 -2.4657 -0.05 0.14 -0.10
H -4.2488 -0.3420 -3.8090 -0.03 -0.02 0.21
H -4.7913 0.1205 -2.1826 0.06 -0.12 -0.11
```
Positions in Å, forces in eV/Å.

2.
Formula: C7H6N2O2S
Source: the OMol25 dataset
Level of theory: ωB97M-V with the def2-TZVPD basis set

Computed properties:
Molar mass: 182.2 g/mol
Energy above the lowest of the compared OMol25 structures with the same formula, charge and spin: 62.6 kcal/mol
Frontier orbital gap: 8.58 eV
SMILES: CC1=Nc2cccnc2S1(=O)=O
LUMO energy: -0.0203 hartree
Highest occupied orbital energy: -0.3355 hartree
Charge: 0

Structure (XYZ):
```
18
Properties=species:S:1:pos:R:3:forces:R:3
C -0.1508 -0.9748 -3.0152 -1.53 -0.89 1.91
C -0.0484 -0.6808 -1.5557 0.96 0.19 0.23
N -0.9349 -0.4459 -0.6874 -0.25 -1.98 -4.04
C -0.5485 -0.0133 0.5059 -0.35 1.23 3.89
C -1.4552 -0.0454 1.5628 -0.58 0.64 0.98
C -1.1138 0.6584 2.7497 0.50 -0.82 0.14
C 0.1356 1.2392 2.8070 0.35 0.29 -1.04
N 1.0787 1.1255 1.8299 0.00 0.43 0.56
C 0.6860 0.5414 0.7739 1.11 -1.45 -2.64
S 1.7202 -0.1614 -1.0754 0.49 2.04 0.95
O 2.1733 0.9242 -1.9892 -1.34 -1.86 1.60
O 2.6575 -1.2601 -0.8641 -1.32 0.73 0.04
H 0.2349 -0.0341 -3.3250 0.26 0.64 -1.61
H -1.2455 -1.1435 -3.2095 1.25 0.16 -0.35
H 0.5048 -1.8281 -3.2402 -0.29 0.40 -0.32
H -2.4426 -0.5305 1.4276 0.79 0.34 0.07
H -1.6313 0.6959 3.7301 -0.37 -0.12 -1.23
H 0.3799 1.9333 3.5747 0.34 0.06 0.84
```
Positions in Å, forces in eV/Å.

3.
Formula: C21H38NO8Zn
Source: the OMol25 dataset
Level of theory: ωB97M-V with the def2-TZVPD basis set

Computed properties:
Molar mass: 497.9 g/mol
Energy above the lowest of the compared OMol25 structures with the same formula, charge and spin: 0.0 kcal/mol
Frontier orbital gap: 6.23 eV
LUMO energy: 0.0821 hartree
Highest occupied orbital energy: -0.1467 hartree
Charge: -1

Structure (XYZ):
```
69
Properties=species:S:1:pos:R:3:forces:R:3
Zn -0.9689 -0.1707 -0.0653 0.20 1.07 -0.49
C 3.5685 -0.8899 0.6154 -0.09 0.28 -0.06
C 2.9545 0.5161 0.8764 0.89 -0.55 0.33
C 4.1114 1.5102 1.0760 -0.12 0.65 0.67
C 4.7511 1.9953 -0.2122 0.17 -0.44 0.08
C 3.6496 2.4953 -1.1272 0.19 0.87 0.38
C 2.5129 1.5196 -1.3968 0.46 0.22 -0.66
N 2.0601 0.9519 -0.1572 -1.19 1.48 0.85
O 0.9753 0.1086 -0.3527 0.25 -1.19 -0.17
C 2.9835 0.4728 -2.4163 -0.16 -0.26 -0.16
C 1.3745 2.3359 -1.9969 -0.87 -0.31 -0.30
C 2.2037 0.4874 2.2070 0.00 -0.27 0.18
H 3.8966 -1.3611 1.5456 -0.15 -0.08 0.01
H 4.4566 -0.7995 -0.0120 -0.05 -0.10 -0.12
H 2.8156 -1.4921 0.1043 0.08 -0.12 0.09
H 4.8271 1.0788 1.7870 0.12 -0.28 -0.35
H 3.7529 2.3787 1.6519 -0.27 0.01 -0.38
H 5.3464 1.1703 -0.6214 -0.10 0.14 -0.33
H 5.4396 2.8223 -0.0189 0.10 -0.11 0.09
H 4.0291 2.9168 -2.0626 0.10 -0.38 -0.12
H 3.2421 3.3835 -0.6209 -0.22 -0.19 0.05
H 3.6588 -0.2441 -1.9515 0.18 0.06 -0.12
H 3.4788 0.9636 -3.2580 0.05 -0.07 0.01
H 2.1404 -0.0973 -2.8101 -0.05 0.05 0.10
H 0.9169 2.9663 -1.2317 0.16 0.12 0.00
H 0.5676 1.6910 -2.3564 0.10 -0.02 0.16
H 1.6709 2.9514 -2.8511 0.32 0.02 0.12
H 1.3919 -0.2346 2.1795 -0.08 0.09 -0.10
H 1.8071 1.4795 2.4314 -0.06 -0.02 -0.01
H 2.8795 0.1964 3.0189 0.03 0.07 -0.06
C -3.6671 1.5756 -2.6916 -0.03 0.08 0.27
C -5.0943 1.6014 -2.6607 0.43 -0.30 -0.25
C -5.8359 1.0113 -1.4503 0.20 -0.06 0.99
O -7.0391 1.1735 -1.3449 -0.45 0.04 -0.21
C -5.0569 0.3519 -0.4359 -0.18 0.25 0.03
C -3.7036 0.2694 -0.5320 0.49 0.15 -0.43
C -2.9601 0.9632 -1.6996 0.15 -0.38 0.64
O -1.6867 0.9101 -1.6151 0.05 0.18 -0.26
O -2.9501 -0.3241 0.3197 0.10 -0.22 0.24
O -5.7630 2.0570 -3.5643 -0.70 0.53 -0.77
H -3.1506 2.1051 -3.4796 -0.01 -0.06 -0.14
H -5.5390 0.0615 0.4906 -0.14 -0.28 -0.15
C -0.5484 -3.8924 1.9287 -0.34 0.18 -0.17
C 0.2452 -2.6549 1.5366 -0.41 0.54 0.35
O -0.6219 -1.4852 1.5657 0.37 -1.00 0.45
H -0.5135 -4.0418 3.0080 0.11 -0.20 -0.02
H -0.2183 -4.7832 1.3958 0.16 -0.08 0.20
H -1.6012 -3.7362 1.6840 0.05 0.00 -0.16
H 0.6750 -2.6656 0.5403 -0.04 -0.17 -0.06
H 1.0374 -2.4936 2.2690 0.24 0.02 -0.23
H -0.5310 -1.0759 2.4299 -0.18 0.26 -0.10
C -1.6845 -4.1795 -1.5847 0.35 -0.07 0.12
C -2.1199 -2.7378 -1.3670 0.34 -0.28 -0.83
O -0.9611 -1.8684 -1.3536 -0.48 -1.28 0.17
H -2.5369 -4.8581 -1.5339 0.01 0.00 0.07
H -0.9446 -4.4554 -0.8285 -0.21 -0.08 0.11
H -1.1832 -4.3514 -2.5429 -0.18 0.23 -0.10
H -2.6723 -2.6427 -0.4402 0.10 0.39 0.10
H -2.7297 -2.4044 -2.2095 -0.39 -0.01 0.25
H -0.5715 -2.0157 -2.2202 0.45 0.63 0.08
C -2.7272 1.1030 3.0545 -0.68 0.13 -0.29
C -1.4491 1.8208 2.7659 1.63 -0.31 0.74
O -0.8825 1.3870 1.5168 -0.46 0.74 0.43
H -2.5858 0.0265 3.1410 0.03 -0.02 -0.19
H -3.4357 1.2955 2.2463 0.00 -0.23 0.03
H -3.1930 1.4437 3.9801 0.21 0.16 0.09
H -0.6849 1.5721 3.5299 -0.29 -0.06 0.06
H -1.5060 2.9095 2.8452 -0.45 0.04 -0.51
H -0.1031 1.9256 1.3326 0.15 -0.20 -0.24
```
Positions in Å, forces in eV/Å.

4.
Formula: C38H41CaN8O10S2
Source: the OMol25 dataset
Level of theory: ωB97M-V with the def2-TZVPD basis set

Computed properties:
Molar mass: 874.0 g/mol
Energy above the lowest of the compared OMol25 structures with the same formula, charge and spin: 2.8 kcal/mol
Frontier orbital gap: 7.91 eV
LUMO energy: -0.0903 hartree
Highest occupied orbital energy: -0.3812 hartree
Charge: +1

Structure (XYZ):
```
100
Properties=species:S:1:pos:R:3:forces:R:3
Ca -0.1351 -1.2842 -0.0554 -0.63 0.25 0.34
O -1.5791 -5.1833 -1.9870 -0.04 0.01 0.05
C -1.5907 -3.8884 -1.6685 -0.07 -0.13 0.06
O -2.0158 -3.4544 -0.6286 0.16 0.07 -0.02
C -1.0552 -3.0231 -2.7734 -0.03 -0.10 -0.08
C -0.8452 -3.4992 -4.0609 -0.01 -0.02 0.05
C -0.4128 -2.6037 -5.0232 0.00 0.03 0.02
C -0.2045 -1.2794 -4.6667 0.01 0.04 0.06
C -0.4289 -0.9043 -3.3485 0.05 -0.05 -0.11
N -0.8504 -1.7619 -2.4265 0.08 0.12 -0.01
C -0.3101 0.5256 -2.8751 -0.04 0.08 0.04
O 0.5658 1.3083 -3.5088 0.08 -0.07 -0.02
O -1.0326 0.9594 -2.0182 0.08 -0.08 -0.05
H -1.9333 -5.6792 -1.2308 0.04 0.04 -0.07
H -1.0239 -4.5390 -4.2893 0.00 0.00 -0.01
H -0.2481 -2.9283 -6.0413 0.00 0.00 0.00
H 0.1010 -0.5486 -5.4034 0.01 -0.01 -0.01
H 1.2503 0.7808 -3.9463 -0.07 0.07 0.04
S -3.0619 -0.5963 0.5535 0.12 -0.05 -0.06
C -3.1075 1.0631 0.5799 -0.08 0.20 0.13
N -4.0941 1.7810 0.0435 0.05 -0.10 -0.14
C -4.2010 3.2181 0.2743 0.03 0.00 -0.01
C -3.7582 3.5205 1.6799 0.00 0.05 0.03
N -2.4134 2.9967 1.8829 0.12 -0.03 -0.09
C -1.4947 3.7965 2.6816 -0.09 0.00 0.05
C -0.6574 4.7722 1.8820 0.01 0.02 0.02
C -0.6779 4.8233 0.4968 0.01 -0.05 0.00
C 0.1098 5.7432 -0.1832 0.00 0.00 -0.03
C 0.9238 6.6170 0.5167 0.02 0.03 0.01
C 0.9532 6.5660 1.9045 0.00 0.00 0.00
C 0.1670 5.6492 2.5813 -0.02 0.02 -0.01
C -2.0190 1.8624 1.3008 -0.14 -0.09 -0.03
S -0.4524 1.3369 1.3561 0.04 -0.15 -0.01
C -5.1302 1.1943 -0.8189 0.00 0.02 0.09
C -5.3001 1.9990 -2.0843 0.09 -0.05 0.06
C -6.5271 2.5517 -2.4199 -0.02 -0.01 -0.01
C -6.6669 3.2936 -3.5867 -0.04 -0.01 0.02
C -5.5752 3.4925 -4.4148 0.04 0.00 -0.02
C -4.3425 2.9437 -4.0794 0.01 0.02 -0.04
C -4.2049 2.1967 -2.9220 -0.07 0.04 0.00
H -5.2441 3.4992 0.1366 0.01 0.02 0.00
H -3.6081 3.7688 -0.4603 0.01 0.02 0.03
H -4.4458 3.0864 2.4122 -0.02 0.01 -0.01
H -3.7243 4.5981 1.8331 -0.01 0.00 -0.01
H -0.8511 3.1164 3.2402 0.03 0.00 -0.04
H -2.1071 4.3454 3.4005 0.03 -0.01 0.01
H -1.2793 4.1223 -0.0681 -0.01 0.01 -0.01
H 0.0912 5.7671 -1.2649 0.00 -0.01 0.00
H 1.5377 7.3327 -0.0134 0.00 0.00 0.00
H 1.5895 7.2425 2.4596 0.00 0.00 0.00
H 0.1946 5.6144 3.6648 -0.01 0.00 0.00
H -6.0673 1.1622 -0.2573 -0.01 -0.03 0.00
H -4.8285 0.1697 -1.0235 -0.02 0.02 -0.04
H -7.3812 2.3989 -1.7698 0.00 0.01 0.00
H -7.6281 3.7186 -3.8437 0.00 0.00 0.00
H -5.6807 4.0765 -5.3195 0.00 0.00 0.00
H -3.4871 3.1022 -4.7240 -0.01 0.00 0.00
H -3.2453 1.7743 -2.6535 0.09 -0.04 0.02
N -0.4076 -2.3845 2.1890 0.10 0.15 -0.19
C -0.0294 -3.7950 2.1573 0.01 -0.18 0.05
C 0.6464 -4.2856 3.4477 0.00 -0.06 -0.05
C 1.7764 -3.4184 4.0188 0.05 0.04 0.06
C 2.9603 -3.1161 3.0910 0.01 0.04 -0.03
N 3.4194 -4.2761 2.3231 0.02 -0.05 0.01
C 3.7812 -5.4399 2.8448 -0.04 -0.01 -0.03
N 3.5230 -6.5432 2.1478 -0.07 -0.10 -0.02
N 4.3955 -5.5001 4.0328 0.04 0.08 0.03
C 0.7612 -4.1816 0.8746 0.10 -0.15 0.28
O 1.3047 -5.3106 0.8724 -0.08 0.02 -0.03
O 0.8008 -3.3592 -0.0655 0.04 0.07 -0.21
H 0.3023 -1.8124 2.6370 -0.02 -0.01 0.00
H -1.2800 -2.2398 2.6811 0.00 0.01 0.00
H -0.9599 -4.3579 2.0310 0.03 -0.04 0.09
H 1.0083 -5.2984 3.2618 0.00 0.01 0.01
H -0.1123 -4.3738 4.2290 -0.01 0.03 -0.01
H 2.1306 -3.9148 4.9261 0.04 -0.01 -0.02
H 1.3952 -2.4518 4.3619 -0.03 -0.01 -0.02
H 3.7911 -2.6860 3.6563 -0.01 -0.04 0.03
H 2.6976 -2.3647 2.3435 -0.03 -0.01 0.02
H 2.9458 -4.3999 1.4328 0.02 0.02 -0.04
H 2.7582 -6.4857 1.4736 0.03 0.04 0.01
H 3.8526 -7.4426 2.4495 0.02 0.02 0.00
H 4.7868 -4.6644 4.4311 -0.01 0.00 0.00
H 4.6658 -6.3800 4.4340 -0.02 -0.01 -0.01
O 1.9528 -0.7143 1.0614 0.06 0.00 0.11
C 2.4193 -0.3519 -0.0494 0.03 0.00 -0.03
O 1.7393 -0.3628 -1.1113 0.02 0.04 -0.22
C 3.8477 0.1103 -0.1252 -0.01 0.00 -0.09
C 4.6051 0.2709 1.0277 0.00 0.00 0.02
C 5.9225 0.7003 0.9529 0.04 0.01 0.01
C 6.5001 0.9699 -0.2779 -0.09 -0.03 -0.03
C 5.7233 0.8018 -1.4119 0.04 -0.01 -0.06
C 4.4102 0.3818 -1.3653 0.00 -0.01 0.15
N 6.3213 1.0879 -2.7325 -0.04 0.10 0.00
O 7.4745 1.4590 -2.7597 0.07 -0.02 0.03
O 5.6165 0.9472 -3.7117 -0.04 -0.05 -0.02
H 4.1412 0.0666 1.9834 -0.01 0.00 0.00
H 6.5045 0.8324 1.8550 0.00 0.00 0.00
H 7.5216 1.3055 -0.3734 0.01 0.00 0.00
H 3.8303 0.2635 -2.2661 0.01 0.00 -0.01
```
Positions in Å, forces in eV/Å.